(1)
34
Properties=species:S:1:pos:R:3:forces:R:3 method="wB97M-V/def2-TZVPD" de_lowest_kj_mol=301.64 orbital_gap_ha=0.328 lumo_ev=0.426 smiles="[H]/B=C/C(C)(C)C.CC(C)(C)C" largest_force_ha_per_bohr=0.102 total_energy_ev=-11415.57066 spin_multiplicity=1 mol_weight_g_mol=154.11
H 1.194794 3.056034 1.159203 0.196 -1.727 0.095
B 1.481185 1.841127 1.183826 0.283 1.311 -0.120
C 2.054464 0.581157 1.091606 -0.988 1.190 0.720
C 2.216585 -0.596653 1.989779 -0.862 -1.013 -1.519
C 1.315385 -0.388967 3.139566 3.284 1.133 3.899
C 3.687832 -0.763726 2.267136 0.329 -2.106 0.423
C 1.657767 -1.846231 1.214416 0.766 -0.478 -0.867
H 2.295812 0.349570 0.096091 0.583 -0.037 -1.704
H 0.469185 -0.072388 2.652133 -2.634 0.746 0.028
H 1.833136 0.415490 3.824046 -1.392 -0.752 -1.270
H 1.216659 -1.196457 3.875951 -0.294 -0.301 -0.682
H 4.041246 0.031120 2.927952 0.371 0.412 -0.871
H 3.782684 -1.640688 2.955656 0.133 0.148 -0.695
H 4.234216 -1.016108 1.286583 -0.391 0.859 1.725
H 2.292373 -1.827196 0.283326 -0.592 -0.780 0.694
H 0.574905 -1.849520 0.823336 1.509 0.405 1.088
H 1.861417 -2.776193 1.838238 -0.325 0.990 -0.973
C -3.635066 1.039483 -2.106114 -0.903 -1.464 -0.601
C -2.171715 0.503895 -1.985933 -1.383 0.113 0.370
C -1.917909 0.219556 -0.493858 -1.273 -1.161 0.546
C -1.975759 -0.755494 -2.797222 -2.610 -0.819 -0.043
C -1.034592 1.450967 -2.374120 0.801 -1.212 1.727
H -3.663310 2.085771 -1.897230 -0.135 0.746 0.913
H -4.325227 0.403703 -1.406325 1.151 1.422 -1.275
H -4.106069 1.036750 -3.141245 0.842 -0.559 0.956
H -2.662628 -0.504050 0.028311 0.911 1.423 -1.016
H -0.969118 -0.259234 -0.392121 0.876 -0.405 0.065
H -1.812660 1.152391 0.050111 -0.422 0.109 0.317
H -1.224155 -1.353015 -2.418399 2.481 -0.758 0.720
H -1.772189 -0.521306 -3.838701 -0.350 -0.292 -0.184
H -2.793148 -1.532463 -2.628296 0.209 1.349 -0.790
H -0.962241 1.778590 -3.393772 -0.319 0.296 -0.446
H -0.211920 0.684479 -2.201427 -0.056 1.652 -0.273
H -0.971941 2.269605 -1.612505 0.206 -0.440 -0.957

(2)
40
Properties=species:S:1:pos:R:3:forces:R:3 method="wB97M-V/def2-TZVPD" de_lowest_kj_mol=9.95 orbital_gap_ha=0.339 lumo_ev=0.353 smiles="O=C(O)NCCCBr.COCCNCCOC" largest_force_ha_per_bohr=0.019 total_energy_ev=-91954.94506 spin_multiplicity=1 mol_weight_g_mol=315.21
O -1.852676 3.140193 2.137662 0.141 -0.184 -0.250
C -1.260460 2.397329 1.398117 -0.022 -0.155 0.467
O -1.906335 1.696857 0.404860 -0.066 0.289 0.010
N 0.073747 2.068507 1.525482 -0.097 0.591 -0.792
C 0.999545 3.098308 2.002674 0.217 -0.130 0.291
C 1.252279 4.250487 1.014293 -0.084 0.111 0.138
C 0.264418 5.403188 1.174058 0.058 -0.026 -0.049
Br 0.421937 6.639837 -0.332156 -0.017 -0.035 0.061
H -1.516738 1.907700 -0.455046 0.073 -0.237 0.159
H 0.420916 1.551793 0.724116 0.009 -0.198 0.156
H 1.953152 2.598851 2.205160 -0.175 0.011 -0.022
H 0.636454 3.475419 2.964550 -0.027 -0.059 -0.188
H 2.263490 4.638747 1.183297 -0.124 -0.058 -0.141
H 1.210487 3.874277 -0.015476 0.070 0.000 0.168
H -0.773672 5.081349 1.206901 0.114 0.033 -0.044
H 0.483945 6.001298 2.057614 -0.062 -0.123 -0.038
C 2.063839 -0.857853 0.359768 0.006 0.098 0.103
O 0.985075 -0.506620 -0.486211 0.095 0.102 0.057
C 1.139725 -0.933245 -1.837516 -0.092 0.029 -0.129
C 0.150393 -2.025221 -2.178093 -0.008 -0.064 0.073
N 0.444902 -3.251568 -1.455561 -0.034 0.094 0.079
C -0.561819 -4.298557 -1.587252 0.088 -0.055 -0.026
C -1.971021 -4.009483 -1.082879 -0.083 -0.058 -0.052
O -2.066978 -3.871853 0.320341 0.057 0.037 0.024
C -1.816831 -2.574667 0.826301 -0.039 -0.053 0.069
H 1.931007 -0.314027 1.294734 -0.021 -0.026 0.016
H 2.088927 -1.928385 0.585155 0.018 -0.010 -0.061
H 3.021709 -0.568646 -0.082418 0.018 -0.020 0.011
H 2.165988 -1.266570 -2.014870 -0.018 -0.054 0.012
H 0.944737 -0.072310 -2.482882 0.033 0.028 0.027
H 0.210479 -2.224895 -3.252565 -0.025 -0.015 -0.006
H -0.855623 -1.634469 -1.970081 -0.005 0.036 -0.053
H 0.569183 -3.037967 -0.474352 -0.022 -0.006 0.002
H -0.192654 -5.176738 -1.052795 -0.006 -0.009 -0.018
H -0.629989 -4.576773 -2.644409 -0.008 0.016 -0.012
H -2.591449 -4.870711 -1.342948 -0.014 0.009 0.010
H -2.415541 -3.135640 -1.575546 0.050 0.022 0.002
H -2.160259 -1.799053 0.135603 0.011 0.016 0.000
H -0.756054 -2.412607 1.041724 -0.004 0.056 -0.047
H -2.368238 -2.476282 1.760647 -0.004 -0.004 -0.009

(3)
44
Properties=species:S:1:pos:R:3:forces:R:3 method="wB97M-V/def2-TZVPD" de_lowest_kj_mol=0.00 orbital_gap_ha="0.334 / 0.253" lumo_ev="-6.175 / -8.370" largest_force_ha_per_bohr=0.040 total_energy_ev=-42641.73633 total_charge=+2 spin_multiplicity=2 mol_weight_g_mol=458.20
La -0.912491 0.457681 0.444851 -1.470 1.291 -0.557
P -2.994556 0.282345 -1.753195 -0.118 -0.454 -1.727
P 0.192986 2.671997 2.119299 0.571 1.285 0.964
N -0.177152 -1.431137 -0.962264 0.269 -0.137 -0.879
N 1.416255 -0.140713 0.953109 1.176 0.839 0.379
H 1.621308 -2.408369 -1.545944 -0.143 0.054 0.358
H 2.672669 -1.838789 0.856974 -0.203 0.290 -0.263
H 0.939495 -2.994190 -0.020562 -0.349 0.317 -0.264
C 1.119865 -2.086253 -0.617797 -0.398 -0.633 -0.277
H 2.813267 -0.767670 -0.545586 -0.391 0.205 0.599
C 2.083769 -1.191042 0.178327 0.617 -0.079 -0.102
H -0.128539 -2.170481 -2.884828 0.058 0.259 0.255
H 3.249107 0.431299 1.800557 -0.500 0.019 -0.135
C -0.638398 -1.512606 -2.157666 0.487 -0.611 -0.088
C 2.176166 0.681046 1.684282 0.697 -0.910 -0.211
H -2.509458 -1.633024 -3.168839 0.482 0.109 -0.162
C -1.838206 -0.848993 -2.788842 -0.392 0.406 0.741
H -1.481555 -0.237420 -3.636254 -0.088 -0.489 0.258
H 0.763960 3.893186 1.633057 -0.470 -0.340 0.092
H 0.092479 3.049056 3.494586 -0.255 0.042 -0.480
H -3.194084 1.251449 -2.776754 0.263 0.021 0.537
H -4.174197 -0.395545 -2.123383 -0.024 -0.025 0.505
O 0.081958 1.636440 -1.135795 -0.495 -0.496 0.730
C 1.214815 1.632870 -1.970643 0.392 -0.443 -0.025
C 0.849028 1.870712 -3.418480 -0.168 0.323 -0.223
C 2.255573 2.627314 -1.499048 -0.054 0.359 -0.113
H 1.661677 0.621585 -1.908208 0.042 0.116 -0.075
H 0.217252 1.068253 -3.813097 0.127 0.113 0.009
H 0.301686 2.816247 -3.508314 0.062 -0.130 -0.023
H 1.752322 1.946300 -4.035225 -0.219 -0.108 0.070
H 2.552911 2.447704 -0.462318 0.021 -0.030 -0.069
H 3.140784 2.573489 -2.141840 -0.080 0.048 0.205
H 1.843171 3.641555 -1.567203 0.118 -0.117 0.023
C 1.774770 1.853786 2.338981 0.530 -0.836 -0.143
H 2.516202 2.311390 2.995642 -0.152 -0.071 -0.232
N -3.779902 -3.272089 3.644601 0.621 0.688 -0.371
N -2.732084 -2.367862 3.501589 1.171 -0.273 -0.891
N -1.651145 -2.435204 4.298820 -0.775 1.107 -1.330
C -0.821305 -1.592409 3.667671 -0.694 -0.457 0.016
N -1.343323 -1.090536 2.524059 -0.850 -1.230 1.099
N -2.585453 -1.637488 2.405195 0.885 -0.061 1.660
H -4.598241 -2.871290 3.201892 -0.145 -0.053 0.134
H -3.900990 -3.466514 4.628750 -0.092 0.021 0.186
H 0.157602 -1.376079 4.069845 -0.064 0.070 -0.180

(4)
36
Properties=species:S:1:pos:R:3:forces:R:3 method="wB97M-V/def2-TZVPD" de_lowest_kj_mol=47.93 orbital_gap_ha="0.305 / 0.213" lumo_ev="-2.317 / -7.606" largest_force_ha_per_bohr=0.112 total_energy_ev=-23555.05754 total_charge=+1 spin_multiplicity=3 mol_weight_g_mol=204.27
C 1.560287 2.060845 0.873326 1.181 -1.115 -0.288
C 0.653035 1.310091 0.008724 0.215 -2.868 -3.575
C 2.915109 2.616388 0.440689 -0.604 -0.564 -0.692
C -3.548733 0.686240 -0.842017 -2.086 0.580 -0.362
C 1.857546 -1.505396 1.457748 1.137 -1.861 0.255
C -1.316827 -0.701429 -1.633788 0.173 -1.451 -0.942
C -1.705158 -1.715960 0.491856 4.151 -0.065 1.695
C -2.376592 0.758592 0.092715 -0.718 -0.173 0.451
C 1.470550 -1.428339 0.036172 1.380 -0.709 -0.259
C -1.397773 -0.379059 -0.165873 0.505 -1.579 -0.169
N -0.065417 0.086042 0.425094 -3.683 3.099 3.181
O 0.247575 2.512623 0.461465 -0.015 1.147 1.231
P 2.631494 -0.926551 -1.171582 1.577 -1.684 1.422
H 1.709999 1.644972 1.857763 -1.123 0.250 0.673
H 0.795223 1.132152 -1.115224 0.206 0.977 1.509
H 2.906832 3.721138 0.564112 0.494 -0.827 -0.078
H 3.137007 2.281027 -0.600384 -0.139 0.759 0.570
H 3.641713 2.052199 1.079573 -0.387 1.050 -0.388
H -3.451756 1.361873 -1.713531 0.164 -0.689 0.248
H -4.472435 1.039167 -0.342932 0.517 -0.098 -0.080
H -3.785160 -0.328851 -1.154453 -0.104 0.146 -0.087
H 2.726416 -0.967459 1.750260 1.053 0.905 -0.399
H 2.173692 -2.524569 1.784593 -0.195 0.053 -0.675
H 1.214907 -1.291263 2.254242 -1.930 0.649 0.771
H -0.994628 0.193569 -2.145738 0.481 -0.155 -0.805
H -0.715313 -1.677626 -1.769624 -0.403 2.032 -0.260
H -2.308339 -0.991907 -2.075376 0.997 0.441 0.689
H -1.326157 -1.720259 1.569837 -1.265 -0.134 -1.093
H -1.069565 -2.502980 0.005908 -0.359 0.670 0.480
H -2.637344 -2.090166 0.307754 -2.851 -0.392 0.126
H -2.759677 0.889758 1.116515 0.653 -0.508 -0.067
H -1.861857 1.632765 -0.164438 0.718 1.542 -0.068
H 0.607353 -1.878888 -0.419681 -0.212 -0.130 0.342
H -0.358313 0.221078 1.459277 1.043 -0.460 -1.606
H 3.725374 -1.805380 -0.525368 -0.764 1.228 -1.362
H 2.176920 -1.764428 -2.197608 0.190 -0.065 -0.389